Record 1
Computed, not measured: a structure of composition C31H59Br22N2NbO2P, with wB97M-V/def2-TZVPD.

The frontier orbital gap comes out at 0.22671 hartree. The calculation puts the HOMO energy at -5.0173 eV. As for the LUMO energy: 1.15 eV. For the total energy, the calculation gives -1591951.2918 eV. The calculation puts the largest force on an atom at 4.6 eV Å⁻¹.

Structure (ORCA input):
```
! RIJCOSX wB97M-V def2-TZVPD def2/J DEFGRID3
* xyz -1 1
C -0.9218 -0.0403 1.4942
C -1.0406 -0.1896 3.0579
C -2.0017 -1.1998 3.5440
C -2.1246 -1.3962 4.9995
C -1.3149 -0.5527 5.8765
C -0.3900 0.4842 5.4358
C 0.4607 1.4268 6.3234
Nb -0.5018 2.2190 8.2061
N -2.4714 1.8551 7.5947
O 1.4040 2.7699 8.9588
C 1.2235 2.9860 10.3273
N 1.0695 2.9816 11.4691
P -0.8075 4.6368 7.2627
O -0.8157 4.4716 5.7248
C -0.2387 0.6476 3.9673
H -0.9548 1.0452 1.2144
H -1.8028 -0.5556 1.0170
H 0.0405 -0.5009 1.1366
H -2.6405 -1.8177 2.8431
H -2.8281 -2.1433 5.4530
H -1.4361 -0.6964 6.9834
H 1.3935 0.8481 6.6163
H 0.8308 2.3208 5.7380
H -1.1610 2.7156 9.8345
H -0.3705 0.5249 8.9024
H -2.8345 0.9784 7.9745
H -3.1090 2.6363 7.7837
H -2.1583 5.0259 7.6054
H 0.1607 5.5793 7.7317
H 0.4699 1.4055 3.5392
Br -2.1884 1.0877 -2.1101
C -0.7842 2.3879 -2.4821
C 0.5807 1.7536 -2.4142
Br 1.1435 1.4755 -0.5679
H -0.9139 3.2062 -1.7760
H -0.9902 2.7475 -3.4904
H 1.3332 2.4158 -2.8428
H 0.6308 0.7885 -2.9087
Br 0.1016 3.4057 -6.5290
C 1.2934 1.8867 -6.7976
C 0.5209 0.6340 -7.1203
Br -0.3019 -0.1226 -5.5245
H 1.9007 1.7981 -5.8994
H 1.9308 2.1703 -7.6350
H 1.1891 -0.1435 -7.4910
H -0.2770 0.7942 -7.8425
Br -1.6271 -1.4023 -10.1010
C -0.2454 -1.9096 -11.3769
C 1.1314 -1.7111 -10.7992
Br 1.6338 0.1730 -10.7966
H -0.4193 -1.3296 -12.2807
H -0.4246 -2.9639 -11.5865
H 1.8820 -2.2047 -11.4171
H 1.2229 -2.0646 -9.7742
Br -0.9009 4.8777 1.2749
C -1.1322 5.6240 3.0654
C -2.5859 5.7609 3.4210
Br -3.3990 7.2991 2.5340
H -0.5930 6.5685 3.0858
H -0.6437 4.9161 3.7352
H -2.6996 5.9544 4.4871
H -3.1774 4.8896 3.1476
Br 3.1400 0.0903 -3.9829
C 4.6735 -0.2738 -2.8387
C 5.3557 1.0007 -2.4157
Br 6.4396 1.7387 -3.8548
H 5.3257 -0.9498 -3.3877
H 4.2634 -0.7949 -1.9736
H 6.0576 0.8091 -1.6034
H 4.6594 1.7798 -2.1117
Br -3.4701 -3.4573 1.9269
C -2.4552 -4.8412 0.9948
C -0.9736 -4.5839 1.0647
Br -0.4434 -3.1792 -0.1774
H -2.8345 -4.8796 -0.0249
H -2.7084 -5.7670 1.5077
H -0.4166 -5.4662 0.7499
H -0.6343 -4.2792 2.0511
Br 9.1800 1.6151 -1.2217
C 8.9008 2.3914 0.5438
C 7.4326 2.5388 0.8508
Br 6.6598 4.0588 -0.0907
H 9.4411 3.3353 0.5638
H 9.3695 1.6950 1.2388
H 7.2812 2.7527 1.9085
H 6.8471 1.6646 0.5745
Br -3.5848 -5.4972 -2.3078
C -5.2796 -4.8156 -1.6280
C -5.8398 -3.7463 -2.5292
Br -4.9053 -2.0549 -2.2864
H -5.0978 -4.4688 -0.6115
H -5.9425 -5.6803 -1.5988
H -6.8786 -3.5366 -2.2749
H -5.7721 -3.9972 -3.5857
Br -1.0642 -6.2752 3.8212
C -2.0899 -7.8998 4.1394
C -1.6772 -9.0026 3.1988
Br -2.4123 -8.7283 1.4145
H -3.1412 -7.6325 4.0535
H -1.8730 -8.1751 5.1713
H -2.0822 -9.9594 3.5282
H -0.5987 -9.0888 3.0867
Br -5.7992 4.1876 7.4100
C -5.2286 3.8049 5.5840
C -6.2320 2.9418 4.8645
Br -6.1083 1.0830 5.4344
H -4.2396 3.3518 5.6491
H -5.1458 4.7796 5.1026
H -6.0249 2.9250 3.7945
H -7.2613 3.2549 5.0265
Br 5.5504 -0.4226 -8.7407
C 6.1321 -0.7412 -10.5719
C 5.1359 -1.5837 -11.3271
Br 5.2622 -3.4611 -10.8183
H 7.1206 -1.1922 -10.5158
H 6.2142 0.2487 -11.0202
H 5.3491 -1.5649 -12.3958
H 4.1040 -1.2808 -11.1622
*
```


Record 2
Computed, not measured: an isolated molecule of C4H5NO2, with wB97M-V/def2-TZVPD.

The frontier orbital gap comes out at 0.30906 hartree. The calculation puts the HOMO energy at -10.1630 eV. The energy above the lowest of the compared OMol25 structures with the same formula, charge and spin is 5.309 eV. As for the LUMO energy: -1.75 eV. For the total energy, the calculation gives -9809.0056 eV. The calculation puts the largest force on an atom at 0.4 eV Å⁻¹.

Structure (ORCA input):
```
! RIJCOSX wB97M-V def2-TZVPD def2/J DEFGRID3
* xyz 0 1
O -0.6403 -2.4492 -1.1574
C -0.4827 -1.3374 -0.6453
N -1.2767 -0.4181 -1.1851
C -0.1663 1.3484 -0.1822
C 0.6766 0.4386 0.6654
O -0.0694 -0.3411 1.5780
C 0.4931 -0.9953 0.4463
H -1.1355 0.7844 -0.5176
H -0.6139 2.1681 0.3900
H 0.3320 1.7175 -1.0786
H 1.6258 0.8259 1.0362
H 1.2572 -1.7418 0.6503
*
```


Record 3
Computed, not measured: a structure of composition C16H24CuN3O2, with wB97M-V/def2-TZVPD.

The frontier orbital gap (spin up / spin down) comes out at 0.13949 / 0.22095 hartree. The calculation puts the HOMO energy (spin up / spin down) at -0.7083 / -3.0996 eV. As for the LUMO energy (spin up / spin down): 3.09 / 2.91 eV. For the total energy, the calculation gives -70185.1348 eV. The calculation puts the largest force on an atom at 2.8 eV Å⁻¹.

Structure (ORCA input):
```
! RIJCOSX wB97M-V def2-TZVPD def2/J DEFGRID3
* xyz -1 2
C -2.8676 0.8152 -1.0574
Cu -1.1129 0.2656 -0.5269
N 1.9140 -0.0116 1.0650
N 0.2361 -0.8839 -1.5955
H 1.6267 -0.8849 1.5408
H 1.1988 0.1121 0.3218
H -3.2906 1.4985 -0.3095
H -3.4853 -0.0957 -1.1135
H -2.7306 1.2836 -2.0438
H 0.4381 -1.6997 -1.0112
H 1.1081 -0.4784 -1.9719
H -0.2955 -1.2117 -2.4057
H 2.8546 -0.0768 0.6816
H 1.8511 0.7666 1.7404
C -4.9976 -0.2269 5.4035
C -4.0365 0.5020 4.5048
C -4.5360 1.4431 3.6038
C -3.6880 2.1461 2.7468
C -2.3188 1.9030 2.7892
C -1.8122 0.9415 3.6795
N -0.4237 0.7178 3.6806
C 0.2402 -0.5162 3.7627
C 1.4283 -0.6475 4.4947
C 2.0014 -1.9099 4.6263
C 1.3850 -3.0275 4.0614
C 0.2282 -2.8902 3.2873
C -0.2854 -1.6219 3.0759
C -1.1761 -1.2744 1.9061
O -2.3987 -1.4224 1.8808
O -0.4458 -0.7601 0.9497
C -2.6603 0.2588 4.5768
C -2.1105 -0.7057 5.5767
H -4.9676 -1.3128 5.2428
H -4.7902 -0.0397 6.4653
H -6.0157 0.1172 5.1999
H -5.6122 1.6216 3.5909
H -4.0942 2.8757 2.0494
H -1.6249 2.4026 2.1083
H 0.1723 1.5405 3.6586
H 1.8822 0.2467 4.9327
H 2.9463 -2.0118 5.1624
H 1.8328 -4.0174 4.1851
H -0.2808 -3.7479 2.8485
H -2.0583 -1.7227 5.1634
H -1.1094 -0.4219 5.9145
H -2.7537 -0.7460 6.4603
*
```